# 1
C4H8N2O2 | ωB97M-V with the def2-TZVPD basis set

Geometry (Å):
C1 0.70 1.13 1.94
N1 -0.91 0.81 0.10
N2 0.28 0.83 0.59
C2 1.17 -0.26 -0.35
C3 -0.08 -0.40 -1.67
C4 -0.67 -1.54 -2.00
O1 -1.80 0.24 1.06
O2 2.33 0.04 -0.58
H1 -2.67 0.43 0.68
H2 0.85 -1.20 0.13
H3 0.13 0.39 -2.38
H4 0.39 2.13 2.22
H5 0.33 0.40 2.67
H6 1.79 1.09 1.89
H7 -0.89 -1.79 -3.03
H8 -0.93 -2.29 -1.26

Values from the calculation:
Net charge: 0
Electronic energy in eV: -11345.959
Energy relative to the best compared isomer or geometry (same formula, charge and spin) in eV: 8.153
2S+1: 1

---

# 2
C5H8N | ωB97M-V with the def2-TZVPD basis set

Geometry (Å):
C1 -2.31 -0.02 0.11
C2 -1.18 -0.53 -0.34
C3 1.69 -0.94 0.29
C4 0.70 1.22 0.24
C5 -0.08 0.24 -0.50
N1 1.38 0.13 -0.53
H1 -3.31 -0.54 0.15
H2 -2.24 1.01 0.40
H3 -1.31 -1.51 -0.72
H4 1.72 -0.77 1.38
H5 1.60 -1.92 -0.02
H6 0.64 2.02 -0.47
H7 0.73 1.14 1.37
H8 1.97 0.46 -1.34

Values from the calculation:
Net charge: +1
Electronic energy in eV: -6791.598
Energy relative to the best compared isomer or geometry (same formula, charge and spin) in eV: 6.491
2S+1: 1

---

# 3
CH12NO5 | ωB97M-V with the def2-TZVPD basis set

Geometry (Å):
N1 1.54 1.11 -0.06
C1 0.48 2.12 0.26
O1 -0.50 2.01 -0.75
H1 2.13 1.44 -0.89
H2 1.27 0.23 -0.48
H3 -0.05 2.08 1.24
H4 1.10 3.06 0.19
H5 -2.02 -1.30 1.84
H6 -1.85 0.10 2.54
O2 -2.10 -0.83 2.66
H7 1.14 -2.64 -0.17
H8 2.47 -2.27 -0.34
O3 1.89 -2.43 0.40
H9 -1.23 1.16 -0.54
H10 -2.06 -0.46 -1.29
O4 -1.88 -0.05 -0.48
H11 0.09 -0.50 -1.77
H12 -0.49 -1.31 -0.77
O5 0.09 -1.52 -1.59

Values from the calculation:
Net charge: -1
Electronic energy in eV: -12959.424
Energy relative to the best compared isomer or geometry (same formula, charge and spin) in eV: 1.540
2S+1: 1

---

# 4
CH4NO3 | ωB97M-V with the def2-TZVPD basis set

Geometry (Å):
C1 0.57 -0.02 0.71
N1 1.09 0.78 -0.17
O1 0.07 -0.16 1.86
O2 0.72 -1.27 1.08
O3 -1.53 -0.26 -0.81
H1 0.98 1.76 -0.37
H2 -2.22 -0.25 -0.18
H3 1.56 0.57 -1.03
H4 -1.24 -1.15 -1.09

Values from the calculation:
Net charge: +1
Electronic energy in eV: -8722.062
Energy relative to the best compared isomer or geometry (same formula, charge and spin) in eV: 1.994
2S+1: 1

---

# 5
C4H9NO2 | ωB97M-V with the def2-TZVPD basis set

Geometry (Å):
C1 2.67 0.61 -0.79
C2 1.63 1.58 -0.38
N1 -0.26 0.45 -0.87
C3 -1.08 0.14 0.20
O1 -1.33 0.89 1.11
O2 -1.53 -1.12 0.08
C4 -2.39 -1.53 1.15
H1 2.73 0.47 -1.87
H2 3.59 1.16 -0.51
H3 2.71 -0.36 -0.28
H4 1.41 1.42 0.69
H5 -0.13 1.44 -1.10
H6 -0.21 -0.21 -1.63
H7 -2.71 -2.54 0.89
H8 -1.85 -1.53 2.10
H9 -3.25 -0.86 1.22

Values from the calculation:
Net charge: 0
Electronic energy in eV: -9875.624
Energy relative to the best compared isomer or geometry (same formula, charge and spin) in eV: 4.436
2S+1: 1

---

# 6
C11H44F2N23O15S2 | ωB97M-V with the def2-TZVPD basis set

Geometry (Å):
N1 -27.48 -4.21 -8.58
S1 -28.41 -3.19 -7.87
O1 -29.57 -3.81 -7.21
O2 -28.29 -1.81 -8.25
F1 -27.57 -3.04 -6.52
S2 -28.23 -3.84 -10.05
O3 -27.73 -2.71 -10.80
O4 -29.60 -4.29 -10.29
F2 -27.43 -5.04 -10.79
C1 -24.01 -2.18 -13.18
O5 -23.33 -2.94 -13.89
N2 -24.25 -0.99 -13.52
N3 -24.89 -2.71 -12.41
H1 -24.74 -0.26 -13.02
H2 -23.93 -0.79 -14.45
H3 -25.51 -2.23 -11.77
H4 -24.90 -3.69 -12.64
C2 -28.96 -7.87 -8.85
O6 -29.75 -8.78 -8.76
N4 -28.56 -7.10 -7.90
N5 -28.43 -7.37 -9.99
H5 -27.97 -6.33 -8.17
H6 -28.96 -7.25 -6.98
H7 -27.73 -6.64 -9.99
H8 -28.79 -7.70 -10.87
C3 -26.72 0.85 -11.25
O7 -25.50 0.77 -11.48
N6 -27.30 1.82 -10.77
N7 -27.53 -0.12 -11.17
H9 -28.29 2.03 -10.71
H10 -26.79 2.68 -10.92
H11 -27.10 -1.04 -11.12
H12 -28.51 0.01 -10.96
C4 -33.30 -4.87 -9.72
O8 -33.66 -3.80 -10.14
N8 -32.12 -5.41 -9.60
N9 -34.21 -5.73 -9.66
H13 -31.32 -4.85 -9.86
H14 -32.17 -6.35 -9.22
H15 -34.03 -6.55 -9.10
H16 -35.07 -5.29 -9.95
C5 -24.91 -5.93 -7.22
O9 -24.06 -6.56 -6.62
N10 -24.89 -5.62 -8.46
N11 -25.73 -5.14 -6.66
H17 -24.07 -6.00 -8.91
H18 -25.73 -5.20 -8.83
H19 -25.97 -5.09 -5.68
H20 -26.41 -4.80 -7.32
C6 -26.43 -2.24 -2.80
O10 -26.55 -2.79 -1.70
N12 -26.87 -0.99 -2.86
N13 -25.93 -2.74 -3.89
H21 -27.12 -0.54 -1.99
H22 -26.72 -0.32 -3.61
H23 -25.79 -2.05 -4.62
H24 -25.65 -3.71 -3.94
C7 -27.24 -7.56 -14.12
O11 -28.31 -7.41 -13.61
N14 -26.98 -8.32 -15.13
N15 -26.26 -6.93 -13.77
H25 -26.08 -8.57 -15.53
H26 -27.70 -9.02 -15.21
H27 -26.24 -6.49 -12.86
H28 -25.43 -7.43 -14.05
C8 -33.70 -1.70 -6.95
O12 -33.93 -1.22 -5.84
N16 -32.78 -2.60 -7.16
N17 -34.21 -1.35 -8.10
H29 -32.26 -2.83 -6.32
H30 -32.67 -3.04 -8.06
H31 -35.01 -0.75 -8.17
H32 -33.77 -1.74 -8.93
C9 -29.70 -0.22 -4.84
O13 -28.92 0.74 -4.93
N18 -30.96 0.09 -4.98
N19 -29.40 -1.43 -4.52
H33 -31.55 -0.73 -5.02
H34 -31.12 1.09 -5.02
H35 -28.46 -1.74 -4.31
H36 -30.15 -2.10 -4.59
C10 -26.45 1.61 -7.35
O14 -25.50 2.02 -8.08
N20 -26.84 2.27 -6.28
N21 -27.21 0.55 -7.56
H37 -27.73 2.07 -5.84
H38 -26.56 3.22 -6.13
H39 -27.93 0.59 -6.86
H40 -27.35 -0.09 -8.32
C11 -31.08 -6.75 -5.46
O15 -31.44 -7.73 -4.79
N22 -30.12 -6.00 -5.05
N23 -31.34 -6.57 -6.68
H41 -29.83 -5.96 -4.08
H42 -29.78 -5.27 -5.65
H43 -31.97 -7.17 -7.20
H44 -30.90 -5.74 -7.06

Values from the calculation:
Net charge: -1
Electronic energy in eV: -104215.083
Energy relative to the best compared isomer or geometry (same formula, charge and spin) in eV: 9.792
2S+1: 1

---

Repeat the fourth record exactly.
CH4NO3 | ωB97M-V with the def2-TZVPD basis set

Geometry (Å):
C1 0.57 -0.02 0.71
N1 1.09 0.78 -0.17
O1 0.07 -0.16 1.86
O2 0.72 -1.27 1.08
O3 -1.53 -0.26 -0.81
H1 0.98 1.76 -0.37
H2 -2.22 -0.25 -0.18
H3 1.56 0.57 -1.03
H4 -1.24 -1.15 -1.09

Values from the calculation:
Net charge: +1
Electronic energy in eV: -8722.062
Energy relative to the best compared isomer or geometry (same formula, charge and spin) in eV: 1.994
2S+1: 1